Record 1
{"formula": "H46O23", "method": "ωB97M-V with the def2-TZVPD basis set", "total_charge": 0, "de_lowest_kj_mol": 66.2, "homo_ev": -10.73, "mol_weight_da": 414.345, "e_lumo_ev": 0.0, "multiplicity": 1, "max_force_ev_per_a": 3.68, "species": ["O", "H", "H", "O", "H", "H", "O", "H", "H", "O", "H", "H", "O", "H", "H", "O", "H", "H", "O", "H", "H", "O", "H", "H", "O", "H", "H", "O", "H", "H", "O", "H", "H", "O", "H", "H", "O", "H", "H", "O", "H", "H", "O", "H", "H", "O", "H", "H", "O", "H", "H", "O", "H", "H", "O", "H", "H", "O", "H", "H", "O", "H", "H", "O", "H", "H", "O", "H", "H"], "coordinates": [[-15.9427, -0.7779, 13.0145], [-16.4284, 0.0557, 12.9813], [-15.5817, -0.8840, 12.0614], [-12.3458, -2.2114, 18.2120], [-11.9990, -2.6521, 18.9906], [-13.2945, -1.9048, 18.4555], [-13.9275, 1.8827, 11.0561], [-14.5668, 1.1236, 11.0829], [-13.0307, 1.4808, 10.8015], [-13.8646, -1.6851, 6.7829], [-14.5979, -2.1899, 6.4539], [-14.3784, -0.9976, 7.2769], [-10.8590, -3.3139, 12.6724], [-10.0588, -3.3981, 12.0428], [-10.6344, -2.9171, 13.5089], [-16.1637, -0.1645, 7.8944], [-15.9377, 0.7867, 7.7734], [-17.0294, -0.2508, 7.5254], [-11.7989, -2.3816, 15.2713], [-12.5701, -1.8467, 15.0547], [-11.9544, -2.6223, 16.1701], [-11.2930, -1.9752, 8.4405], [-11.9978, -1.8531, 7.7520], [-10.6573, -2.3864, 7.8406], [-13.9197, -0.5967, 15.1862], [-14.7136, -0.6606, 14.5884], [-13.5558, 0.3762, 15.0148], [-14.9042, 2.0583, 6.7955], [-15.0073, 2.9634, 7.1607], [-14.0110, 1.8686, 6.8747], [-11.2116, 0.4368, 10.2797], [-10.8179, 0.8430, 11.0505], [-11.3063, -0.5120, 10.4199], [-13.6533, 3.8102, 9.0759], [-13.9925, 4.6159, 9.5276], [-13.7481, 2.9831, 9.6677], [-17.2336, -1.8081, 16.0802], [-17.1686, -2.2070, 15.2112], [-17.3901, -0.8542, 15.8649], [-11.6124, 0.3905, 13.3185], [-12.3345, -0.1977, 13.0707], [-10.9032, -0.1465, 13.6016], [-14.2780, 2.2892, 14.1725], [-13.9220, 3.1716, 14.4169], [-14.0438, 2.2091, 13.1776], [-12.2492, 1.3307, 7.8825], [-12.2925, 2.2677, 8.0961], [-11.7035, 0.9366, 8.5721], [-12.5181, -2.0261, 10.9192], [-12.2271, -2.6458, 11.6787], [-12.1650, -2.4597, 10.1755], [-16.9114, 1.7385, 14.2473], [-16.0248, 2.0334, 14.0878], [-17.3239, 2.6274, 14.3509], [-9.4716, -1.1573, 15.6419], [-10.3546, -1.5260, 15.6643], [-9.4285, -0.3483, 16.1398], [-9.0876, -2.3397, 10.9517], [-9.3678, -2.2144, 10.0320], [-9.0121, -1.4416, 11.3789], [-15.1388, -0.9189, 10.3761], [-14.2533, -1.3421, 10.2204], [-15.6500, -0.7495, 9.5406], [-8.4654, -0.3231, 12.9470], [-8.9707, -0.5953, 13.7280], [-7.5067, -0.3713, 13.1711], [-15.0481, -1.0797, 17.8454], [-15.4928, -1.8521, 17.4832], [-14.7732, -0.6035, 17.0502]], "forces_ev_per_a": [[0.85, -0.01, -1.51], [-0.21, 0.02, 0.23], [-0.77, -0.04, 1.59], [-1.93, 0.62, 0.38], [-0.02, -0.04, 0.09], [1.85, -0.49, -0.75], [0.94, -1.24, 0.01], [0.90, 0.49, -0.44], [-1.56, 0.19, 0.53], [-0.25, 1.18, 0.98], [-0.30, -0.76, -0.47], [0.74, -0.41, -0.47], [0.62, -0.98, -1.73], [-1.48, 0.82, 1.64], [0.34, 0.02, 0.49], [0.69, 0.59, 0.52], [0.32, -0.38, -0.28], [-0.86, -0.24, -0.36], [0.60, -0.04, -1.09], [-0.49, 0.45, -0.07], [-0.28, -0.45, 1.48], [-0.51, -0.21, -1.67], [-0.09, 0.22, 1.01], [0.47, -0.10, 0.44], [0.29, 2.90, -1.02], [0.71, 0.08, 0.29], [-1.21, -2.86, 0.41], [-3.35, 1.52, 0.09], [0.29, -0.77, -0.22], [2.98, -0.82, 0.37], [-0.16, 0.69, -0.61], [0.21, -0.23, 0.51], [-0.23, -0.28, 0.45], [-0.26, -0.65, 0.64], [0.39, -1.29, -0.18], [-0.35, 2.04, -0.60], [-0.23, 1.26, -0.24], [0.05, -0.18, -0.31], [0.23, -1.10, 0.39], [-1.29, 1.33, -0.62], [0.15, -0.21, 0.00], [1.05, -1.08, 0.55], [1.05, 0.74, -2.10], [-0.28, -0.85, -0.15], [-0.30, 0.12, 1.88], [-0.38, 0.17, -0.54], [0.15, 0.18, 0.11], [0.16, -0.10, 0.31], [-0.55, -0.27, 2.78], [-0.20, 1.23, -1.01], [0.79, -0.83, -1.90], [-1.71, 1.12, 0.10], [1.58, -0.12, 0.06], [-0.18, -1.16, -0.03], [1.51, 0.15, -0.86], [-1.09, -0.19, 0.11], [-0.28, 0.32, 0.41], [0.31, 0.92, -0.20], [0.07, 0.19, 0.43], [0.01, -1.07, -0.44], [0.36, 0.10, -0.40], [-0.97, 0.35, 0.09], [0.84, -0.30, 0.61], [0.75, 0.13, -0.33], [0.60, -0.20, 0.47], [-1.28, -0.08, -0.03], [0.39, -0.05, 0.43], [-0.36, 0.03, -0.11], [0.16, -0.07, -0.14]], "mulliken_charge": [-0.6210, 0.2739, 0.3710, -0.6220, 0.2727, 0.3727, -0.7434, 0.2897, 0.3945, -0.6490, 0.2957, 0.3425, -0.6963, 0.3746, 0.2647, -0.6324, 0.3472, 0.2533, -0.6004, 0.3638, 0.2896, -0.5040, 0.2181, 0.2944, -0.7380, 0.3859, 0.2970, -0.6595, 0.3323, 0.3355, -0.5961, 0.2596, 0.1394, -0.6842, 0.2650, 0.4769, -0.6376, 0.3159, 0.3178, -0.4489, 0.2332, 0.1862, -0.7089, 0.2944, 0.4037, -0.5645, 0.3282, 0.3074, -0.3177, 0.2754, 0.2114, -0.6226, 0.3805, 0.3013, -0.6876, 0.4215, 0.3144, -0.6715, 0.3064, 0.3715, -0.6809, 0.3043, 0.3367, -0.6251, 0.3264, 0.2544, -0.7178, 0.3316, 0.3969]}

=====

Record 2
{"formula": "H4INP2", "method": "ωB97M-V with the def2-TZVPD basis set", "total_charge": 0, "de_lowest_kj_mol": 0.0, "homo_ev": -8.91, "mol_weight_da": 206.891, "e_lumo_ev": -0.4, "multiplicity": 1, "max_force_ev_per_a": 0.90, "species": ["N", "P", "P", "I", "H", "H", "H", "H"], "coordinates": [[1.2402, -0.5098, -0.0082], [-1.6337, -0.4183, 0.1522], [0.1440, 0.8114, 0.1309], [3.2469, -0.0093, -0.0455], [1.0576, -1.1106, -0.8077], [-1.5777, -0.6222, 1.5300], [-2.4608, 0.6957, 0.2821], [-0.0165, 1.1631, -1.2337]], "forces_ev_per_a": [[0.50, -0.25, -0.07], [-0.30, -0.75, -0.38], [0.65, 0.61, 0.10], [-0.53, -0.09, -0.02], [0.16, 0.01, 0.08], [-0.03, -0.10, 0.46], [-0.36, 0.40, -0.03], [-0.10, 0.16, -0.13]], "mulliken_charge": [-0.5668, -0.1520, 0.1049, 0.0983, 0.3298, 0.0684, 0.0709, 0.0465]}

=====

Record 3
{"formula": "H4N2", "method": "ωB97M-V with the def2-TZVPD basis set", "total_charge": 0, "de_lowest_kj_mol": 227.2, "homo_ev": [-10.20, -10.18], "mol_weight_da": 32.046, "e_lumo_ev": [-0.2, -0.2], "multiplicity": 1, "max_force_ev_per_a": 3.15, "species": ["N", "N", "H", "H", "H", "H"], "coordinates": [[-0.3592, -1.0140, -0.1547], [0.6202, 0.8853, -0.1380], [-1.0634, -0.7783, 0.5426], [-0.7709, -0.9312, -1.0747], [0.0786, 1.3133, 0.6032], [1.4947, 0.5249, 0.2216]], "forces_ev_per_a": [[2.02, 2.18, 0.66], [-1.68, -2.40, -1.17], [-0.19, 0.13, -0.23], [-0.24, 0.41, -0.18], [0.11, -0.14, 0.46], [-0.02, -0.19, 0.45]], "mulliken_charge": [-0.4710, -0.4700, 0.2300, 0.2390, 0.2301, 0.2419]}